ORCA calculation (ωB97M-V/def2-TZVPD) on a single C13H15N3O5 molecule in a non-equilibrium geometry.

Structure (XYZ):
```
36
Properties=species:S:1:pos:R:3:mulliken_charge:R:1
C -3.3929 -2.1553 -0.6531 -0.698
O -2.6923 -1.7662 0.5086 -0.261
C -3.4424 -1.0422 1.4434 -0.476
C -3.7781 0.3923 0.9881 -0.888
N -2.5867 1.0843 0.5668 -0.013
C -2.2609 1.2096 -0.7284 0.166
O -2.9905 0.9291 -1.6564 -0.673
C -0.8457 1.7372 -0.9714 0.189
H -0.8581 2.3496 -1.8813 0.428
C 0.1761 0.5899 -1.0543 -0.656
C 1.2305 1.1151 -0.1035 0.241
N 0.8536 2.1736 0.5037 -0.535
O -0.3847 2.5597 0.1181 -0.341
C 2.5913 0.6282 0.0703 0.994
C 3.5845 1.5809 0.3214 -0.787
C 4.9177 1.2304 0.3910 -0.652
C 5.3089 -0.0854 0.1835 -0.470
C 4.3484 -1.0490 -0.0470 -0.632
C 3.0017 -0.7025 -0.0812 0.334
N 2.0626 -1.7883 -0.1843 0.991
O 1.0104 -1.6740 0.4081 -0.577
O 2.3990 -2.7612 -0.8246 -0.601
H 4.6145 -2.0865 -0.1836 0.452
H 6.3518 -0.3586 0.2149 0.397
H 5.6591 1.9880 0.5926 0.395
H 3.2751 2.6058 0.4507 0.459
H 0.5636 0.4304 -2.0596 0.382
H -0.2526 -0.3473 -0.6853 0.296
H -1.8880 1.2928 1.2645 0.247
H -4.2531 0.9324 1.8105 0.385
H -4.4521 0.3721 0.1292 0.382
H -4.3807 -1.5641 1.6867 0.356
H -2.8138 -1.0042 2.3380 0.335
H -4.3356 -2.6516 -0.3945 0.337
H -3.5969 -1.3054 -1.3119 0.285
H -2.7438 -2.8596 -1.1699 0.209
```

highest occupied orbital energy: -9.226 eV
energy relative to the best compared isomer or geometry (same formula, charge and spin): 3.342 eV
frontier orbital gap: 8.53 eV
electronic energy: -1044.70264 a.u.
largest force on an atom: 1.4 eV Å⁻¹
2S+1: 1
SMILES: COCCNC(=O)[C@@H]1CC(c2ccccc2[N+](=O)[O-])=NO1

ORCA calculation (ωB97M-V/def2-TZVPD) on a molecular structure, C25H62Br3N3O3 in a non-equilibrium geometry.

Structure (XYZ):
```
96
Properties=species:S:1:pos:R:3:mulliken_spin:R:1
C 0.2786 0.3049 -0.6265 0.176
Br 1.6157 -1.1246 -0.3310 0.258
Br -0.4458 0.8089 1.1349 0.220
Br -1.1926 -0.3952 -1.8026 0.320
H 0.7467 1.1389 -1.1493 0.024
C 1.1662 -3.1584 -4.3321 0.003
C 0.4669 -4.2910 -3.4602 -0.007
C -0.0513 -3.9592 -2.1548 -0.047
C -0.4896 -5.2137 -1.3368 0.000
C -1.0761 -4.9627 0.0194 -0.004
C -0.1201 -4.2710 0.9706 -0.010
H 0.6948 -2.1762 -4.2996 0.001
H 1.1664 -3.4355 -5.3863 0.000
H 2.2003 -3.0480 -4.0058 0.001
H -0.4387 -4.7036 -3.9047 -0.003
H 1.1888 -5.0799 -3.2490 0.000
H -0.8166 -3.2058 -2.3413 0.025
H 0.6036 -3.5124 -1.4068 0.025
H -1.2902 -5.7971 -1.7915 0.000
H 0.3329 -5.9168 -1.2055 0.000
H -1.9525 -4.3238 -0.0892 0.001
H -1.5181 -5.8305 0.5089 0.000
H -0.3546 -4.3961 2.0277 0.001
H 0.8900 -4.6023 0.7298 0.002
H -0.1561 -3.2147 0.7040 0.010
C 2.0678 4.1083 -0.2206 0.004
C 0.6471 4.0831 0.2169 -0.047
C -0.1212 5.4187 0.4370 0.000
C -0.3834 6.2693 -0.8321 0.000
C -1.4256 7.3795 -0.6694 0.000
C -0.9499 8.3600 0.3903 0.000
H 2.7744 4.4833 0.5197 -0.001
H 2.1975 4.8317 -1.0255 0.001
H 2.3406 3.1417 -0.6441 0.012
H 0.1442 3.4902 -0.5471 0.034
H 0.6092 3.6731 1.2261 0.018
H 0.5081 6.0005 1.1104 0.000
H -0.9814 5.3180 1.0989 0.001
H 0.5342 6.8151 -1.0515 0.000
H -0.5937 5.6254 -1.6860 0.001
H -1.6221 7.8273 -1.6435 0.000
H -2.4003 7.0271 -0.3319 0.000
H -1.7453 9.0323 0.7122 0.000
H -0.5278 7.9697 1.3164 0.000
H -0.1152 8.9586 0.0253 0.000
C 7.1872 0.3283 0.7993 -0.001
C 5.9165 0.4981 -0.0584 -0.003
C 4.6934 1.2745 0.6395 -0.036
O 4.2207 0.4935 1.7408 0.001
C 3.1597 1.0972 2.4781 -0.037
N 6.3056 1.2599 -1.2503 0.000
H 6.8668 -0.0301 1.7775 0.000
H 7.7117 1.2601 1.0108 0.000
H 7.7979 -0.4171 0.2899 0.000
H 5.5114 -0.4887 -0.2824 0.009
H 3.9084 1.6406 -0.0223 0.025
H 5.1335 2.2191 0.9591 0.001
H 2.3368 1.2427 1.7782 0.032
H 3.3545 2.0726 2.9240 0.000
H 2.8090 0.5114 3.3277 -0.002
H 6.9690 0.7025 -1.7694 0.000
H 5.5487 1.3925 -1.9057 0.001
C -1.0519 -1.2627 6.1139 0.000
C -1.5094 -0.2383 5.0999 -0.003
C -0.6423 0.9955 5.2749 0.001
O -1.0524 2.0392 4.3894 0.004
C -0.4291 3.3195 4.3848 -0.001
N -1.4613 -0.7512 3.7922 0.001
H 0.0024 -1.4135 5.8821 0.000
H -1.5543 -2.2299 6.1245 0.000
H -0.9480 -0.7791 7.0852 0.000
H -2.5559 0.0392 5.2263 0.000
H 0.4315 0.8333 5.1804 -0.003
H -0.7052 1.4883 6.2451 -0.001
H -0.5232 3.8332 5.3416 0.000
H -0.9249 3.9281 3.6286 0.001
H 0.6497 3.3479 4.2320 0.000
H -1.7259 -0.0075 3.1621 0.004
H -0.5092 -0.9760 3.5411 -0.001
C -5.6904 -4.8904 -4.2851 0.000
C -4.3879 -4.1865 -4.1427 0.003
C -4.1587 -3.7399 -2.7159 -0.069
O -5.1161 -2.6947 -2.3216 -0.002
C -4.7317 -1.3761 -2.4595 0.014
N -3.4216 -5.1939 -4.5675 0.000
H -5.9463 -5.0549 -5.3318 0.000
H -6.5184 -4.2911 -3.9066 0.000
H -5.7197 -5.8458 -3.7612 0.000
H -4.3116 -3.3171 -4.7957 0.000
H -3.1240 -3.3985 -2.6837 0.050
H -4.2895 -4.5037 -1.9493 0.001
H -4.6141 -1.0955 -3.5062 -0.002
H -3.7830 -1.2015 -1.9521 -0.002
H -5.3653 -0.7529 -1.8284 -0.002
H -3.6976 -6.0996 -4.2159 0.000
H -2.4514 -5.0278 -4.3414 0.000
```

highest occupied orbital energy (alpha / beta): -1.277 / -5.820 eV
frontier orbital gap (alpha / beta): 3.87 / 8.41 eV
electronic energy: -9101.61783 a.u.
charge: -1
largest force on an atom: 3.6 eV Å⁻¹
2S+1: 2

ORCA calculation (ωB97M-V/def2-TZVPD) on a single C5H8O molecule in a non-equilibrium geometry.

Structure (XYZ):
```
14
Properties=species:S:1:pos:R:3:mulliken_charge:R:1
C -0.5016 -1.1539 -0.7997 -0.550
C -1.4984 1.2489 0.4679 -0.668
C -0.1739 1.3089 0.5890 -0.238
C 0.7324 0.4609 -0.2280 -0.135
C 1.3405 -0.8784 0.2063 -0.337
O 0.1966 -1.7041 0.2512 -0.334
H -1.5633 -1.4930 -0.6769 0.332
H -0.1569 -1.3522 -1.8215 0.220
H -1.9513 0.6244 -0.2979 0.256
H -2.1544 1.8270 1.1060 0.286
H 0.2466 2.1015 1.2203 0.325
H 1.5933 1.1242 -0.5530 0.292
H 1.8764 -0.9367 1.1589 0.310
H 2.0139 -1.1775 -0.6226 0.241
```

highest occupied orbital energy: -8.511 eV
energy relative to the best compared isomer or geometry (same formula, charge and spin): 4.728 eV
frontier orbital gap: 9.04 eV
electronic energy: -270.38414 a.u.
largest force on an atom: 1.5 eV Å⁻¹
2S+1: 1

ORCA calculation (ωB97M-V/def2-TZVPD) on 2 unconnected molecules or ions with the total composition C4H9NO in a non-equilibrium geometry.

Structure (XYZ):
```
15
Properties=species:S:1:pos:R:3:mulliken_spin:R:1
C 2.4186 -0.0737 -0.4205 0.531
C 2.0003 0.1545 0.8981 0.110
N 0.7845 0.3389 1.3157 0.308
H 1.8364 0.0794 -1.3166 0.038
H 3.3326 -0.6441 -0.5198 0.026
H 2.7228 -0.0904 1.6675 0.007
H -0.0344 0.6749 0.7832 -0.010
H 0.6650 0.6703 2.2755 -0.010
O -1.5899 1.5434 -0.2847 0.001
C -2.2245 0.6335 -0.7777 -0.002
C -1.7231 -0.7836 -0.6853 -0.001
H -3.2912 0.7709 -1.0008 0.000
H -0.6590 -0.6872 -0.5242 0.003
H -1.9637 -1.3740 -1.5649 0.000
H -2.2744 -1.2130 0.1545 0.000
```

highest occupied orbital energy (alpha / beta): -13.981 / -13.979 eV
energy relative to the best compared isomer or geometry (same formula, charge and spin): 0.900 eV
frontier orbital gap (alpha / beta): 10.04 / 6.56 eV
electronic energy: -287.46769 a.u.
charge: +1
largest force on an atom: 2.4 eV Å⁻¹
2S+1: 2